*1*
Computed, not measured: a structure of composition C6H16N, with ωB97M-V/def2-TZVPD.

The total charge is +1.

Atoms and positions in Å:
C (2.2764, 0.0163, 0.7614)
C (0.7321, -0.2049, 0.7196)
C (0.2495, -0.8904, -0.5417)
C (0.1886, 0.2941, -1.4918)
C (-1.0156, 1.3084, -1.3344)
C (-2.3303, 0.9270, -0.6277)
N (0.0786, -1.4719, 2.0964)
H (2.4817, 0.1153, -0.2963)
H (2.5861, 0.9193, 1.2447)
H (2.6675, -0.9836, 1.0473)
H (0.0565, 0.6054, 1.0002)
H (0.7602, -1.8345, -0.8581)
H (-0.7640, -1.2663, -0.4148)
H (0.4059, 0.1027, -2.5336)
H (1.0521, 0.9587, -1.2750)
H (-0.5904, 2.1669, -0.8599)
H (-1.3390, 1.5116, -2.3482)
H (-2.3216, 1.4956, 0.2978)
H (-2.2027, -0.1300, -0.3954)
H (-3.1723, 1.2121, -1.2115)
H (0.0719, -2.4718, 1.9169)
H (0.9077, -1.0269, 2.4786)
H (-0.7788, -1.3531, 2.6256)

These are the natural (NBO) partial charges, in e, on atoms 1 to 8: atom 1 (C): -0.691, atom 2 (C): 0.200, atom 3 (C): -0.499, atom 4 (C): -0.411, atom 5 (C): -0.408, atom 6 (C): -0.611, atom 7 (N): -0.863, atom 8 (H): 0.271

*2*
Computed, not measured: a cluster of 2 separate species, C6H16N in total, with ωB97M-V/def2-TZVPD.

The total charge is +1.

Atoms and positions in Å:
C (-1.8062, -0.5649, 1.2382)
C (-0.7131, -0.7594, 0.2533)
C (0.5694, -0.0637, 0.4399)
C (1.5141, -1.0952, 1.1272)
C (1.1476, 0.5050, -0.8778)
C (2.4806, 1.2159, -0.7097)
N (-2.8662, 0.6279, -1.2071)
H (-2.7160, -1.0267, 0.8727)
H (-2.0032, 0.4953, 1.3940)
H (-1.5427, -0.9849, 2.2187)
H (-0.6173, -1.7912, -0.1050)
H (0.4316, 0.7746, 1.1307)
H (1.7716, -1.8677, 0.4003)
H (1.0149, -1.4997, 2.0065)
H (2.4152, -0.5756, 1.4422)
H (0.3926, 1.2082, -1.2363)
H (1.2244, -0.3314, -1.5800)
H (2.4459, 1.9773, 0.0734)
H (2.7657, 1.7400, -1.6219)
H (3.2953, 0.5205, -0.5031)
H (-1.9849, 0.1516, -1.0422)
H (-3.4331, 0.0527, -1.8235)
H (-2.7207, 1.4769, -1.7426)

These are the natural (NBO) partial charges, in e, on atoms 1 to 8: atom 1 (C): -0.755, atom 2 (C): 0.431, atom 3 (C): -0.357, atom 4 (C): -0.566, atom 5 (C): -0.369, atom 6 (C): -0.620, atom 7 (N): -1.012, atom 8 (H): 0.276

*3*
Computed, not measured: a cluster of 2 separate species, C6H16N in total, with ωB97M-V/def2-TZVPD.

The total charge is +1.

Atoms and positions in Å:
C (0.9249, 2.3866, -2.1113)
C (-0.3021, 2.7589, -1.2517)
C (-0.6011, 1.6035, -0.3006)
C (-1.0172, 1.8667, 1.1154)
C (0.1001, 1.4637, 2.1522)
C (0.3728, -0.0583, 2.1166)
N (1.1393, -0.4243, 0.9323)
H (1.2526, 3.1190, -2.9032)
H (0.7322, 1.4036, -2.6393)
H (1.8232, 2.2592, -1.4176)
H (-0.1335, 3.6505, -0.6526)
H (-1.1650, 3.0038, -1.8551)
H (0.7730, -0.0268, 0.0594)
H (-1.1602, 0.8015, -0.7952)
H (-1.9273, 1.3285, 1.4071)
H (-1.2326, 2.9159, 1.3534)
H (-0.1894, 1.8370, 3.1620)
H (1.0494, 1.9708, 1.8188)
H (0.9821, -0.3400, 3.0163)
H (-0.5654, -0.5584, 2.1526)
H (-0.8395, -14.6180, -3.3679)
H (-1.2584, -14.8968, -2.8250)
H (1.2418, -1.4466, 0.8333)

These are the natural (NBO) partial charges, in e, on atoms 1 to 8: atom 1 (C): -0.622, atom 2 (C): -0.530, atom 3 (C): 0.418, atom 4 (C): -0.558, atom 5 (C): -0.361, atom 6 (C): -0.237, atom 7 (N): -0.799, atom 8 (H): 0.270

*4*
Computed, not measured: a cluster of 2 separate species, C6H16N in total, with ωB97M-V/def2-TZVPD.

The total charge is +1.

Atoms and positions in Å:
C (1.9736, -0.1532, -2.9284)
C (0.9208, -0.7654, -2.0275)
N (0.3690, 0.2790, -1.0927)
H (2.3776, -0.9204, -3.5865)
H (1.5464, 0.6273, -3.5576)
H (2.7998, 0.2569, -2.3474)
H (0.0750, -1.1529, -2.5932)
H (1.3205, -1.5615, -1.4022)
H (1.1099, 0.7092, -0.5340)
H (-0.3080, -0.0803, -0.4050)
H (-0.0871, 1.0312, -1.6153)
C (-2.5009, -0.2413, 0.6369)
C (-1.5383, 0.4318, 1.5744)
C (-0.4188, -0.1121, 2.0428)
C (0.4880, 0.5318, 3.0489)
H (-2.1469, -1.2305, 0.3318)
H (-3.4667, -0.3884, 1.1189)
H (-2.6899, 0.3687, -0.2509)
H (-1.8224, 1.4209, 1.9227)
H (-0.1708, -1.1301, 1.7331)
H (0.1054, 1.5073, 3.3429)
H (0.5677, -0.0932, 3.9378)
H (1.4961, 0.6652, 2.6503)

These are the natural (NBO) partial charges, in e, on atoms 1 to 8: atom 1 (C): -0.638, atom 2 (C): -0.218, atom 3 (N): -0.683, atom 4 (H): 0.262, atom 5 (H): 0.226, atom 6 (H): 0.225, atom 7 (H): 0.229, atom 8 (H): 0.229

Last place for stability: *3*

*1*
Computed, not measured: a cluster of 19 separate species, H38O19 in total, with ωB97M-V/def2-TZVPD.

The total charge is 0.

Atoms and positions in Å:
O (-1.1299, -3.0163, 0.9399)
H (-0.5989, -3.0473, 0.1575)
H (-1.2408, -3.8024, 1.4607)
O (0.1290, -4.0728, -1.5168)
H (0.9314, -4.5927, -1.4889)
H (-0.1446, -4.6079, -2.3067)
O (3.3129, -0.1399, 1.8294)
H (2.8421, 0.7406, 1.9439)
H (3.3945, -0.2853, 2.7890)
O (0.1220, -0.7309, -4.0219)
H (-0.3959, -0.2632, -4.6798)
H (-0.5148, -0.7044, -3.2576)
O (-2.0695, -1.4342, 2.8990)
H (-1.4716, -1.7992, 2.2188)
H (-2.9365, -1.6813, 2.4275)
O (-2.1755, 1.8923, 0.2857)
H (-2.7147, 2.6193, -0.0228)
H (-1.2960, 2.2002, 0.6064)
O (1.7486, 3.2485, -2.3181)
H (1.7778, 3.7229, -3.1545)
H (1.8932, 2.4015, -2.7497)
O (-1.8466, -2.4069, -2.5627)
H (-1.5495, -2.0938, -1.6896)
H (-2.6390, -1.8325, -2.6333)
O (-0.2346, 0.1856, 0.9170)
H (0.4162, -0.4593, 1.1782)
H (-1.0391, -0.3160, 0.7700)
O (-2.2616, 0.2916, -2.9262)
H (-2.8505, 0.3931, -3.7014)
H (-2.3048, 1.0448, -2.3288)
O (3.1099, -0.8007, -2.4574)
H (3.2071, -1.2535, -3.3049)
H (2.1165, -0.8717, -2.3935)
O (1.3563, 0.9924, 4.0165)
H (0.7891, 1.7037, 4.2804)
H (0.8833, 0.3972, 3.4639)
O (1.8577, 0.8987, -1.0428)
H (2.6786, 0.4087, -1.2217)
H (1.9052, 0.7030, -0.0935)
O (-1.3759, 1.5365, 3.5206)
H (-1.6494, 0.5704, 3.3990)
H (-1.8926, 1.8799, 2.7825)
O (0.2657, 3.5942, 4.1205)
H (-0.5585, 3.0941, 4.1706)
H (0.6895, 3.4404, 3.2675)
O (-1.1272, 3.0888, -2.0450)
H (-0.2606, 3.0321, -1.5620)
H (-0.7380, 2.9391, -2.9327)
O (3.1607, -2.9142, 0.3674)
H (3.0906, -2.5434, -0.5082)
H (3.9751, -3.3745, 0.5676)
O (0.9301, 2.6636, 1.5573)
H (0.8607, 3.0670, 0.6996)
H (1.8648, 2.9234, 1.9338)
O (-3.7237, -2.2082, 0.3181)
H (-3.7019, -1.9017, -0.5887)
H (-2.8664, -2.5194, 0.6211)

These are the natural (NBO) partial charges, in e, on atoms 1 to 8: atom 1 (O): -0.999, atom 2 (H): 0.527, atom 3 (H): 0.511, atom 4 (O): -0.950, atom 5 (H): 0.471, atom 6 (H): 0.485, atom 7 (O): -0.949, atom 8 (H): 0.468

*2*
Computed, not measured: a cluster of 19 separate species, H38O19 in total, with ωB97M-V/def2-TZVPD.

The total charge is 0.

Atoms and positions in Å:
O (1.8620, 3.7047, 1.8756)
H (1.4639, 3.1644, 2.5157)
H (2.0355, 4.5729, 2.0798)
O (2.9528, -0.0319, -0.8575)
H (3.7865, -0.0621, -0.3824)
H (2.6195, -0.8325, -1.1431)
O (-3.6015, -0.5832, 0.1691)
H (-2.6902, -0.2623, -0.0463)
H (-3.2205, -1.1530, 0.8884)
O (0.1915, -3.3513, -2.4491)
H (-0.3220, -3.8099, -3.1590)
H (-0.6172, -3.1011, -1.8416)
O (0.6586, 3.9284, -0.6322)
H (-0.1758, 3.4988, -0.7947)
H (0.9292, 3.7408, 0.1798)
O (2.5243, -2.0146, -2.5978)
H (1.5686, -2.3048, -2.6752)
H (2.9660, -2.3767, -3.3328)
O (-4.4906, 2.2519, 0.4507)
H (-3.7014, 1.8892, 0.0947)
H (-4.9694, 1.5858, 0.8050)
O (3.6475, 1.4447, 1.0473)
H (3.7324, 2.2944, 1.4618)
H (2.8635, 1.4681, 0.4684)
O (0.9614, 1.6022, 1.0153)
H (0.4640, 2.1144, 0.3889)
H (1.2829, 0.9998, 0.2978)
O (-1.2196, -1.2765, -2.3178)
H (-1.1589, -0.3975, -2.6446)
H (-0.7049, -1.0806, -1.5536)
O (-0.4840, 0.2348, -5.0393)
H (-0.3916, 0.2299, -4.0092)
H (-1.3975, 0.8063, -4.9425)
O (0.8618, 1.2216, -2.2142)
H (1.5448, 0.6653, -2.4246)
H (1.2222, 2.1506, -2.2520)
O (-1.0607, 2.2305, 2.5895)
H (-0.2044, 1.8129, 2.4368)
H (-0.8774, 2.4828, 3.5365)
O (-1.5442, -3.0266, 0.4668)
H (-2.4947, -3.1271, 0.2823)
H (-1.1415, -3.8137, 0.3712)
O (1.5438, -3.2438, 0.9943)
H (1.6105, -3.2093, 0.0181)
H (2.4220, -3.0550, 1.4134)
O (0.5523, -2.2348, 3.4334)
H (0.9168, -1.7237, 4.1378)
H (0.2393, -3.0624, 3.6520)
O (-0.1671, -0.6928, 0.0410)
H (-0.4361, -0.0625, 0.7177)
H (0.0638, -1.5136, 0.4907)
O (-2.0637, -3.0961, 3.8548)
H (-1.8919, -2.8196, 2.7853)
H (-1.7106, -2.3104, 4.0009)
O (-1.5334, 2.8430, -0.4337)
H (-1.6843, 3.0825, -1.3352)
H (-1.5322, 3.6090, 0.1178)

These are the natural (NBO) partial charges, in e, on atoms 1 to 8: atom 1 (O): -0.958, atom 2 (H): 0.490, atom 3 (H): 0.480, atom 4 (O): -0.999, atom 5 (H): 0.505, atom 6 (H): 0.497, atom 7 (O): -0.932, atom 8 (H): 0.475

Last place for stability: *2*

*1*
Computed, not measured: a cluster of 2 separate species, C9H13N2O in total, with ωB97M-V/def2-TZVPD.

The total charge is +1.

Atoms and positions in Å:
C (2.0947, -2.7348, 1.2690)
C (0.7273, -2.9177, 0.9103)
C (2.6422, -1.4706, 1.1582)
C (-0.0502, -1.8535, 0.4933)
C (1.8867, -0.5122, 0.4404)
C (-0.5021, 1.1895, -1.8560)
C (-0.0548, -0.0437, -2.6032)
C (-2.1697, 2.1890, 0.6503)
C (-0.6535, 1.9869, 0.4568)
N (0.6266, -0.7535, 0.2012)
N (-0.4231, 1.0966, -0.5394)
O (-1.2773, 2.0942, -2.1088)
H (2.7362, -3.4077, 1.6700)
H (0.1113, -3.8203, 1.0014)
H (3.6586, -1.3962, 1.4624)
H (-1.0230, -1.9254, 0.3253)
H (2.2800, 0.3592, 0.1741)
H (0.1157, 0.1718, -3.6124)
H (-0.8974, -0.5965, -2.7005)
H (0.7274, -0.3806, -1.9900)
H (-2.8651, 2.2752, -0.2224)
H (-2.5276, 1.3169, 1.0234)
H (-2.5739, 3.0297, 1.2476)
H (-0.2959, 3.0050, 0.3484)
H (-0.0878, 1.5011, 1.3038)

These are the natural (NBO) partial charges, in e, on atoms 1 to 8: atom 1 (C): -0.119, atom 2 (C): -0.192, atom 3 (C): -0.197, atom 4 (C): 0.028, atom 5 (C): 0.045, atom 6 (C): 0.632, atom 7 (C): -0.686, atom 8 (C): -0.623

*2*
Computed, not measured: the ion C9H13N2O with charge +1, with ωB97M-V/def2-TZVPD.

The total charge is +1.

Atoms and positions in Å:
N (1.6645, -1.1628, -0.1891)
C (0.8137, -0.9112, -1.3384)
C (0.4231, 0.5828, -1.5168)
C (-0.0744, 1.1184, -0.2029)
C (0.7714, 1.8537, 0.6183)
C (0.3503, 2.2611, 1.8745)
C (-0.9172, 1.9322, 2.3189)
C (-1.7720, 1.2110, 1.4996)
C (-1.3512, 0.8011, 0.2468)
C (-0.4474, -1.7299, -1.1462)
N (-0.5405, -2.3613, -0.0207)
O (-1.3038, -1.7575, -2.1031)
H (2.6176, -1.3825, -0.4434)
H (1.6788, -0.3588, 0.4334)
H (1.2733, -1.2600, -2.2704)
H (-0.3338, 0.6653, -2.2955)
H (1.3111, 1.1278, -1.8383)
H (1.7558, 2.1300, 0.2666)
H (1.0139, 2.8345, 2.5023)
H (-1.2442, 2.2486, 3.2974)
H (-2.7678, 0.9719, 1.8384)
H (-2.0366, 0.2718, -0.4001)
H (-1.2964, -2.9610, 0.2784)
H (0.3134, -2.2158, 0.5482)
H (-2.0990, -2.3049, -1.9669)

These are the natural (NBO) partial charges, in e, on atoms 1 to 8: atom 1 (N): -0.861, atom 2 (C): -0.135, atom 3 (C): -0.439, atom 4 (C): 0.035, atom 5 (C): -0.264, atom 6 (C): -0.183, atom 7 (C): -0.200, atom 8 (C): -0.179

Last place for stability: *1*

*1*
Computed, not measured: an isolated molecule of C3H3N2OP, with ωB97M-V/def2-TZVPD.

The total charge is 0.

Atoms and positions in Å:
C (0.1373, -0.2076, 0.3607)
O (-0.8836, -0.0128, 1.2961)
P (-2.4258, 0.2134, 1.0909)
C (-2.4744, 1.4918, -0.2475)
N (-2.5690, 2.2541, -1.0848)
C (-2.9761, -1.0912, -0.4127)
N (-3.2292, -1.9697, -1.0659)
H (0.7497, -0.9119, 0.8380)
H (0.6786, 0.7375, 0.1927)
H (-0.2719, -0.5784, -0.5380)

These are the natural (NBO) partial charges, in e, on atoms 1 to 8: atom 1 (C): -0.244, atom 2 (O): -0.792, atom 3 (P): 1.215, atom 4 (C): -0.125, atom 5 (N): -0.260, atom 6 (C): -0.057, atom 7 (N): -0.337, atom 8 (H): 0.203

*2*
Computed, not measured: an isolated molecule of C3H3N2OP, with ωB97M-V/def2-TZVPD.

The total charge is 0.

Atoms and positions in Å:
O (2.7718, 0.6285, -0.0204)
C (1.6510, 0.9683, 0.0256)
N (0.5867, 1.4508, 0.1386)
N (-0.7181, 1.2316, -0.1809)
C (-1.1899, -0.0465, -0.3455)
C (-0.4516, -1.0782, -0.1910)
P (0.6969, -2.2416, 0.0048)
H (-1.3887, 1.9298, -0.1444)
H (-2.2858, -0.1841, -0.5044)
H (0.3277, -2.6585, 1.2177)

These are the natural (NBO) partial charges, in e, on atoms 1 to 8: atom 1 (O): -0.520, atom 2 (C): 0.836, atom 3 (N): -0.375, atom 4 (N): -0.407, atom 5 (C): -0.102, atom 6 (C): -0.472, atom 7 (P): 0.463, atom 8 (H): 0.401

Last place for stability: *2*

*1*
Computed, not measured: a cluster of 2 separate species, C2H3FIN in total, with ωB97M-V/def2-TZVPD.

The total charge is 0.

Atoms and positions in Å:
C (0.3275, -0.3418, -0.8242)
C (-0.4686, 0.3340, 1.3879)
N (1.4458, -0.3206, -1.2542)
F (-0.8013, -0.4922, -1.4751)
I (-2.0046, 1.6386, 1.3817)
H (-0.7001, -0.7239, 1.4123)
H (0.5052, 0.6149, 1.5886)
H (1.6960, -0.7091, -2.2169)

Charges obtained by natural (NBO) population analysis, quoted in units of e: atom 1 (C): 0.658, atom 2 (C): -0.609, atom 3 (N): -0.744, atom 4 (F): -0.344, atom 5 (I): 0.240, atom 6 (H): 0.216, atom 7 (H): 0.201, atom 8 (H): 0.381

*2*
Computed, not measured: an isolated molecule of C2H3FIN, with ωB97M-V/def2-TZVPD.

The total charge is 0.

Atoms and positions in Å:
H (0.6559, -2.4766, 0.0862)
N (0.1417, -1.6108, 0.1198)
C (0.5973, -0.4647, 0.0959)
I (2.6421, 0.1308, -0.0170)
C (-0.5552, 0.6392, 0.2107)
F (-1.9977, 0.3036, 0.4508)
H (-0.5552, 1.1963, -0.7329)
H (-0.2760, 1.3150, 1.0245)

Charges obtained by natural (NBO) population analysis, quoted in units of e: atom 1 (H): 0.374, atom 2 (N): -0.609, atom 3 (C): 0.138, atom 4 (I): 0.087, atom 5 (C): -0.002, atom 6 (F): -0.368, atom 7 (H): 0.191, atom 8 (H): 0.189

Last place for stability: *1*

*1*
Computed, not measured: a cluster of 2 separate species, C8H11NO2 in total, with ωB97M-V/def2-TZVPD.

The total charge is 0.

Atoms and positions in Å:
C (4.3717, 0.5398, -0.4781)
C (-0.6707, -1.1746, -1.2905)
C (3.2342, 0.5320, 0.1930)
C (1.9405, 0.4616, -0.4375)
C (0.9671, -0.0703, 0.3128)
C (-0.3038, -0.4394, -0.2895)
C (-3.0665, -0.7814, 1.0916)
C (-1.9573, 0.1676, 0.8646)
N (-2.3411, 1.1696, -0.1228)
O (-1.5422, 2.0546, -0.3418)
O (-3.3703, 0.9778, -0.7281)
H (5.3227, 0.6684, -0.1157)
H (4.3374, 0.3307, -1.5639)
H (-1.6209, -1.2644, -1.7407)
H (0.0971, -1.6515, -1.7215)
H (3.1959, 0.5716, 1.3225)
H (1.9168, 0.5409, -1.5322)
H (1.0737, -0.2318, 1.3034)
H (-3.3567, -1.2904, 0.1380)
H (-3.8398, -0.1333, 1.4243)
H (-2.8922, -1.5967, 1.8508)
H (-1.4956, 0.6192, 1.8613)

These are the natural (NBO) partial charges, in e, on atoms 1 to 8: atom 1 (C): -0.363, atom 2 (C): -0.453, atom 3 (C): -0.216, atom 4 (C): -0.159, atom 5 (C): -0.261, atom 6 (C): 0.150, atom 7 (C): -0.668, atom 8 (C): -0.105

*2*
Computed, not measured: a cluster of 2 separate species, C8H11NO2 in total, with ωB97M-V/def2-TZVPD.

The total charge is 0.

Atoms and positions in Å:
C (2.2660, -2.0258, -0.9123)
C (-1.0042, -1.3045, 0.1437)
C (-0.3795, -0.1855, 0.3016)
C (2.0921, -0.8981, -0.3032)
C (0.0380, 2.1859, -0.5204)
C (-1.3459, 2.1263, -0.0092)
C (-0.2943, 1.1845, 0.5875)
C (-2.4553, -1.5190, 0.4888)
N (2.6050, 0.2118, 0.2441)
O (2.6477, 1.2335, -0.4569)
O (2.8791, 0.1938, 1.4506)
H (3.2395, -2.4010, -1.2059)
H (1.4294, -2.6643, -1.1673)
H (-0.4979, -2.1894, -0.2216)
H (0.2572, 1.7856, -1.4975)
H (0.6760, 3.0066, -0.2304)
H (-1.7058, 2.9071, 0.6427)
H (-2.1099, 1.6804, -0.6299)
H (0.0929, 1.4283, 1.5707)
H (-2.5231, -2.2072, 1.3297)
H (-2.9696, -1.9660, -0.3610)
H (-2.9375, -0.5830, 0.7564)

These are the natural (NBO) partial charges, in e, on atoms 1 to 8: atom 1 (C): -0.483, atom 2 (C): -0.265, atom 3 (C): 0.314, atom 4 (C): 0.116, atom 5 (C): -0.342, atom 6 (C): -0.370, atom 7 (C): -0.396, atom 8 (C): -0.624

Last place for stability: *2*